i:
H14NO5 | ωB97M-V with the def2-TZVPD basis set

- Kohn-Sham gap: 0.399 Eh
- LUMO: -3.317 eV

Geometry as ORCA input:
```
! RIJCOSX wB97M-V def2-TZVPD def2/J DEFGRID3
* xyz 1 1
N 0.0672 -0.2788 -0.3960
H -0.8217 -0.4532 -0.6148
H 0.0750 0.2032 0.4271
H 0.6441 0.1102 -1.1630
H 0.3212 -1.2488 -0.1803
O -1.5044 2.9033 1.9928
H -0.6293 3.0013 2.6390
H -1.4979 2.0305 1.5922
O -1.0366 -2.9850 -1.7672
H -1.8640 -3.1737 -2.1611
H -0.7527 -3.9903 -1.7332
O 2.3919 -0.7738 1.3226
H 3.1108 -1.3870 1.2149
H 2.3864 -0.4226 2.3709
O -2.4149 0.6013 0.9274
H -3.3638 0.4179 0.6689
H -2.6818 0.5699 1.8025
O 2.5799 1.3288 -2.3814
H 1.7565 1.7113 -2.6953
H 3.2341 1.8355 -1.8661
*
```

---

ii:
H14NO5 | ωB97M-V with the def2-TZVPD basis set

- Kohn-Sham gap: 0.397 Eh
- LUMO: -3.135 eV

Geometry as ORCA input:
```
! RIJCOSX wB97M-V def2-TZVPD def2/J DEFGRID3
* xyz 1 1
N 0.9121 -0.3677 0.8276
H 0.4574 -0.1083 1.7109
H 0.8123 -1.3692 0.7131
H 1.8148 0.1189 0.7301
H 0.2730 0.1519 0.2032
H -2.0607 -2.9094 2.2121
H -0.8191 -3.4560 1.5662
O -1.4178 -2.6876 1.5215
H -2.9480 0.7132 0.8554
H -2.1664 -0.4672 1.3501
O -2.0530 0.4658 1.1292
H 4.2596 0.1974 0.8885
H 4.2818 -0.1301 -0.5614
O 3.6549 -0.0021 0.1614
H -4.1638 0.3074 -2.0691
H -4.5955 1.5274 -2.8504
O -3.8254 1.1352 -2.4243
H 2.4409 1.8423 -2.6233
H 2.5628 3.0011 -1.6509
O 2.5801 2.0372 -1.6899
*
```

---

iii:
H14NO5 | ωB97M-V with the def2-TZVPD basis set

- Kohn-Sham gap: 0.427 Eh
- LUMO: -3.396 eV

Geometry as ORCA input:
```
! RIJCOSX wB97M-V def2-TZVPD def2/J DEFGRID3
* xyz 1 1
N -0.6864 -0.1494 0.2869
H -0.7384 0.7776 0.8759
H 0.0596 -0.5744 0.5929
H -0.4614 0.1606 -0.6091
H -1.4904 -0.8084 0.2049
O 1.5596 -1.6804 2.2749
H 0.9036 -2.0044 2.8709
H 2.0836 -2.3584 2.2619
O -1.7544 2.7236 -0.7001
H -1.4114 2.6696 -1.7551
H -2.6474 2.5316 -0.8291
O -2.0284 -0.9654 -2.4651
H -2.7454 -1.4134 -2.8211
H -1.4484 -1.6954 -2.5261
O 2.0696 -0.8344 -1.0071
H 1.6176 -1.5984 -1.1931
H 3.1006 -0.9834 -0.6811
O 0.9226 2.1706 1.8359
H 1.6276 1.6696 2.3419
H 1.4676 2.3626 1.0399
*
```

---

iv:
H14NO5 | ωB97M-V with the def2-TZVPD basis set

- Kohn-Sham gap: 0.399 Eh
- LUMO: -3.455 eV

Geometry as ORCA input:
```
! RIJCOSX wB97M-V def2-TZVPD def2/J DEFGRID3
* xyz 1 1
N 1.1952 0.2621 -0.1977
H 1.8792 -0.1258 0.4096
H 0.5518 -0.5594 -0.5479
H 1.6941 0.7310 -1.0169
H 0.6128 0.8976 0.3489
H 1.9816 -3.6671 0.9703
H 1.1566 -4.0518 -0.4381
O 1.4609 -3.2377 0.1965
H -0.5123 -0.3765 2.5941
H -0.1492 -1.7136 1.9894
O 0.2327 -0.8511 2.2768
H 2.0128 2.7140 -3.3219
H 0.7730 2.3539 -2.3785
O 1.5365 1.9873 -2.8395
H -2.7737 -1.7953 2.5418
H -4.2484 -2.1852 2.7469
O -3.6597 -1.4881 2.3189
H -1.8245 3.4005 -1.3656
H -0.9670 4.2547 -2.4137
O -0.9524 3.4507 -1.8735
*
```

---

What should be chosen as the least stable of them? Choose iii.